Record 1
Here is a cluster of 2 separate species, C4H5N3O in total from OMol25. Energies are from ωB97M-V with the def2-TZVPD basis set.

- Molecular weight: 111.10 g/mol
- HOMO energy (alpha / beta): -6.2 / -9.5 eV
- Max |F|: 5.01 eV/Å
- Energy above the lowest of the compared OMol25 structures with the same formula, charge and spin: 2.241 eV
- LUMO energy (alpha / beta): 0.02973 / -0.06296 hartree
- Orbital gap (alpha / beta): 0.2581 / 0.2847 hartree

Structure (ORCA input):
```
! RIJCOSX wB97M-V def2-TZVPD def2/J DEFGRID3
* xyz 0 3
C 0.67780 1.10560 -1.90375
C 0.04451 -0.02881 -2.15253
C -0.05749 0.42691 -0.09636
C -0.41654 0.36344 1.33638
N 0.39186 1.49244 -0.64599
N -0.72561 1.13869 2.17009
N -0.11850 -1.77092 1.94389
O -0.32382 -0.54509 -1.01644
H 1.21096 1.64925 -2.66968
H -0.04669 -0.62901 -3.11955
H -0.72132 0.92881 3.22082
H 0.80539 -1.84218 1.57272
H -0.72054 -2.28912 1.36039
*
```

Löwdin atomic charge list, values in e, 8 entries:
1. C -0.15
2. C -0.16
3. C -0.34
4. C -0.17
5. N 0.15
6. N 0.15
7. N 0.12
8. O 0.06

***

Record 2
Here is the molecule C4H5N3O2S from OMol25. Energies are from ωB97M-V with the def2-TZVPD basis set.

- Molecular weight: 159.17 g/mol
- HOMO energy: -9.0 eV
- Max |F|: 6.16 eV/Å
- SMILES: O=S1(=O)NCc2[nH]cnc21
- Energy above the lowest of the compared OMol25 structures with the same formula, charge and spin: 1.882 eV
- LUMO energy: 0.01509 hartree
- Orbital gap: 0.3443 hartree

Structure (ORCA input):
```
! RIJCOSX wB97M-V def2-TZVPD def2/J DEFGRID3
* xyz 0 1
O -3.81228 0.20057 -1.04979
S -2.75321 0.00922 -0.11093
O -3.10105 -0.27114 1.24593
N -1.65793 -1.26544 -0.48473
C -0.38484 -1.06543 0.22647
C -0.19522 0.37655 0.13667
N 0.78022 1.30553 0.07014
C 0.17456 2.59281 -0.06218
N -1.13664 2.46752 -0.18412
C -1.44655 1.20478 -0.07206
H -2.17728 -2.06071 -0.11657
H 0.40117 -1.67440 -0.24438
H -0.43127 -1.42210 1.37742
H 1.68621 1.13696 0.31485
H 0.82546 3.52363 0.01782
*
```

Löwdin atomic charge list, values in e, 8 entries:
1. O -0.28
2. S 0.68
3. O -0.31
4. N -0.13
5. C -0.20
6. C -0.20
7. N 0.12
8. C -0.13

***

Record 3
Here is the molecule C4H5N3O3 from OMol25. Energies are from ωB97M-V with the def2-TZVPD basis set.

- Molecular weight: 143.10 g/mol
- HOMO energy: -10.2 eV
- Max |F|: 5.51 eV/Å
- SMILES: CC1=NNC(=O)[C@@H]1[N+](=O)[O-]
- Energy above the lowest of the compared OMol25 structures with the same formula, charge and spin: 5.739 eV
- LUMO energy: -0.00008 hartree
- Orbital gap: 0.3759 hartree

Structure (ORCA input):
```
! RIJCOSX wB97M-V def2-TZVPD def2/J DEFGRID3
* xyz 0 1
C 2.00259 0.72033 0.08497
C 0.79516 -0.17774 0.09552
N 0.80643 -1.27561 -0.54916
N -0.47576 -1.88892 -0.49154
C -1.41080 -1.25098 0.20515
O -2.56437 -1.42929 0.32705
C -0.56346 0.35293 0.59722
N -1.22741 1.32341 -0.25507
O -1.75259 2.22657 0.27875
O -1.28015 1.12168 -1.45170
H 2.05441 1.20052 1.02221
H 1.79429 1.38660 -0.82053
H 2.90096 0.01674 0.06137
H -0.56953 -2.83000 -0.76265
H -0.50977 0.50377 1.65839
*
```

Löwdin atomic charge list, values in e, 8 entries:
1. C -0.02
2. C -0.33
3. N 0.14
4. N 0.08
5. C -0.36
6. O 0.14
7. C 0.00
8. N -0.42